No. 1
Formula: C5H13NO
Source: OMol25
Level of theory: ωB97M-V/def2-TZVPD

Geometry as XYZ:
```
20
Properties=species:S:1:pos:R:3:forces:R:3
C -0.39886 -2.76254 -0.85471 -0.599 -0.309 -1.099
C -1.30930 -1.77949 -1.57628 -0.059 -0.250 -0.208
N -0.65818 -0.77937 -2.23935 0.347 -0.010 0.287
O -2.50601 -1.95090 -1.66624 -0.055 0.120 0.061
H -1.02868 -3.51218 -0.38650 0.058 0.212 0.440
H 0.33436 -2.31131 -0.20470 0.162 0.052 0.222
H 0.08293 -3.29484 -1.68798 0.331 0.112 0.341
H -1.12096 -0.24972 -2.95802 -0.118 0.006 0.165
H 0.34149 -0.71961 -2.15422 -0.056 0.098 -0.175
C 0.66682 0.45512 1.86869 0.161 -0.335 0.513
C -0.04524 1.61961 1.20915 0.406 0.858 0.207
C 0.92746 2.65812 0.61208 -0.453 -0.358 -0.379
H -0.05226 -0.29418 2.20032 0.005 -0.023 0.145
H 1.41336 -0.07718 1.27742 -0.143 0.168 -0.546
H 1.24174 0.78955 2.73960 -0.247 0.055 0.045
H -0.60860 2.17255 1.97429 -0.057 -0.428 -0.035
H -0.76845 1.27928 0.48158 -0.161 -0.105 -0.298
H 1.86153 2.60087 1.16455 0.154 0.354 -0.020
H 0.49665 3.65829 0.65040 0.165 0.071 0.243
H 1.13022 2.49793 -0.45006 0.160 -0.291 0.094
```
Positions in Å, forces in eV/Å.

Computed properties:
Electronic energy   -8933.8014 eV
Spin multiplicity   1
E_HOMO   -9.81 eV
Orbital gap   10.6 eV
Strongest force on any atom   1.3 eV Å⁻¹

Atom charges from the Löwdin analysis, given in e for atoms 1 to 5: C -0.01; C -0.60; N 0.14; O 0.04; H 0.08

---

No. 2
Formula: C5H13NO
Source: OMol25
Level of theory: ωB97M-V/def2-TZVPD

Geometry as XYZ:
```
20
Properties=species:S:1:pos:R:3:forces:R:3
C -1.49354 -1.92285 -0.85145 0.170 0.075 -0.125
C -1.02415 -0.52939 -1.24173 -1.277 1.580 1.636
N -0.70313 0.44003 0.00138 -0.555 -3.147 -3.896
C 0.63860 0.16878 0.29644 0.954 3.905 2.658
C 0.98160 -0.89565 1.32150 0.221 0.336 -0.260
O 0.92003 1.54194 1.07379 0.818 -2.144 -0.092
C 1.04763 2.68224 0.27217 0.199 -0.296 -0.561
H -1.89728 -2.44009 -1.72230 -0.026 -0.018 -0.047
H -2.28151 -1.87611 -0.10044 -0.006 -0.008 0.034
H -0.67434 -2.52955 -0.46794 -0.055 -0.031 0.076
H -0.18960 -0.57514 -1.94460 0.142 0.246 0.429
H -1.82269 0.01696 -1.74607 -0.065 -0.262 -0.160
H -1.29518 0.21024 0.79376 -0.034 -0.135 -0.143
H 1.27985 0.14894 -0.59487 -0.250 0.036 0.231
H 0.36218 -0.76805 2.20690 -0.110 -0.036 0.001
H 2.01966 -0.78481 1.62480 0.090 0.007 0.008
H 0.85509 -1.89589 0.91093 -0.098 -0.014 0.011
H 2.01677 2.68270 -0.24931 -0.022 0.124 0.023
H 0.26222 2.75671 -0.49207 -0.074 -0.054 0.144
H 0.99780 3.56898 0.90910 -0.021 -0.165 0.032
```
Positions in Å, forces in eV/Å.

Computed properties:
Electronic energy   -8931.8803 eV
Spin multiplicity   1
E_HOMO   -8.95 eV
Orbital gap   10.0 eV
Strongest force on any atom   5.0 eV Å⁻¹

Atom charges from the Löwdin analysis, given in e for atoms 1 to 5: C -0.11; C -0.20; N 0.00; C -0.38; C -0.03

---

No. 3
Formula: C5H13NO
Source: OMol25
Level of theory: ωB97M-V/def2-TZVPD

Geometry as XYZ:
```
20
Properties=species:S:1:pos:R:3:forces:R:3
C -1.86407 -0.92241 0.36470 0.575 -0.143 -0.130
C -0.77013 -0.85779 -0.67672 -0.943 0.679 -0.730
C -0.73829 -2.03346 -1.59130 1.407 -0.568 0.068
C -0.27275 0.33434 -1.05618 -0.404 0.361 0.528
C 0.91523 0.55982 -1.94190 0.211 -0.108 -1.021
N -0.85365 1.54694 -0.56132 1.679 -1.892 -1.166
H -2.76744 -0.54532 -0.12978 -0.293 -0.228 0.669
H -1.98573 -1.93318 0.75755 -0.307 -0.174 -0.507
H -1.59199 -0.37211 1.25536 -0.205 0.706 0.008
H -0.26304 -1.78611 -2.53550 -0.033 0.050 -0.189
H -0.13440 -2.85195 -1.18065 -0.318 -0.191 0.026
H -1.74044 -2.39176 -1.80081 -0.203 -0.115 0.071
H 1.00718 -0.05751 -2.84611 -0.508 -0.249 0.249
H 1.85004 0.35151 -1.43434 0.222 0.244 0.365
H 0.91387 1.57505 -2.34356 0.078 0.053 0.344
H -1.84928 1.53233 -0.54054 -0.110 0.628 0.958
H -0.16958 2.09119 -0.07829 -0.846 0.946 0.459
O 3.12135 2.09968 5.23052 0.780 -0.555 0.398
H 3.53679 2.34934 6.06665 -0.353 0.407 -0.003
H 3.65633 1.31142 5.04221 -0.429 0.148 -0.397
```
Positions in Å, forces in eV/Å.

Computed properties:
Electronic energy   -8932.2696 eV
Spin multiplicity   1
E_HOMO   -7.78 eV
Orbital gap   8.7 eV
Strongest force on any atom   2.8 eV Å⁻¹

Atom charges from the Löwdin analysis, given in e for atoms 1 to 5: C -0.08; C -0.32; C -0.08; C -0.36; C -0.06

---

No. 4
Formula: C5H13NO
Source: OMol25
Level of theory: ωB97M-V/def2-TZVPD

Geometry as XYZ:
```
20
Properties=species:S:1:pos:R:3:forces:R:3
C 0.66061 -2.33678 -1.59907 0.609 -0.739 -0.253
C 0.18511 -1.92196 -0.23688 1.309 0.313 -0.524
C -0.12693 -0.65600 0.07434 -2.232 0.115 -0.277
C -0.14630 0.49700 -0.88930 0.045 0.010 -0.698
N -0.87327 -0.35286 1.22525 1.143 -0.496 0.700
C -0.61782 -1.12353 2.43373 -1.077 0.173 -0.074
H 0.79126 -1.53620 -2.32308 -0.183 0.057 0.102
H 1.62448 -2.86057 -1.56779 0.066 0.170 0.205
H 0.01365 -3.09618 -2.05771 -0.259 0.274 0.129
H 0.29679 -2.69428 0.51558 -0.575 0.092 0.145
H -1.14788 0.82515 -1.19264 -0.096 -0.240 0.408
H 0.34297 0.27356 -1.83481 0.211 0.034 0.198
H 0.34113 1.36392 -0.45204 0.188 0.122 0.095
H -1.12555 0.60265 1.39473 0.388 0.194 -0.171
H -1.07212 -0.58452 3.25623 0.086 0.130 0.295
H -1.16116 -2.06539 2.39308 0.131 -0.317 -0.087
H 0.42542 -1.32362 2.66556 0.248 0.112 -0.192
O 0.65653 4.78047 -0.95907 0.218 -0.046 0.595
H 1.31803 5.27655 -0.45948 0.004 0.163 -0.339
H 0.37414 4.14644 -0.28898 -0.223 -0.121 -0.256
```
Positions in Å, forces in eV/Å.

Computed properties:
Electronic energy   -8932.4620 eV
Spin multiplicity   1
E_HOMO   -7.65 eV
Orbital gap   8.3 eV
Strongest force on any atom   2.3 eV Å⁻¹

Atom charges from the Löwdin analysis, given in e for atoms 1 to 5: C -0.12; C -0.12; C -0.36; C -0.04; N -0.07

---

No. 5
Formula: C5H13NO
Source: OMol25
Level of theory: ωB97M-V/def2-TZVPD

Geometry as XYZ:
```
20
Properties=species:S:1:pos:R:3:forces:R:3
C -1.75528 1.20440 -0.04985 -0.005 0.671 -0.942
N -1.17002 0.11393 0.11592 0.684 -0.760 1.431
C -0.75549 -0.75652 -0.96967 -0.907 1.736 -1.280
C 0.43872 -0.09721 -1.69493 0.535 -1.651 0.746
C 1.63067 0.15545 -0.76330 0.506 0.923 -0.778
C 2.24946 -1.03903 -0.06219 -0.316 -0.057 -0.025
H -1.91557 1.89481 0.77316 -0.142 -0.310 0.308
H -2.05202 1.60725 -1.03380 -0.020 -0.301 -0.008
H -0.54640 -1.77228 -0.65086 0.086 0.106 0.317
H -1.59516 -0.76946 -1.67945 0.131 -0.429 -0.117
H 0.15852 0.78829 -2.25991 -0.145 0.141 0.226
H 0.80442 -0.83359 -2.40721 -0.134 -0.097 -0.439
H 1.36926 0.97397 -0.08912 0.247 -0.089 0.166
H 2.43529 0.49704 -1.43327 -0.214 0.458 0.237
H 3.17906 -0.77859 0.44608 -0.095 0.167 -0.005
H 1.58499 -1.47745 0.67616 -0.089 -0.242 0.050
H 2.51297 -1.76777 -0.82804 -0.079 -0.326 0.113
O -0.95835 0.43052 3.01016 0.579 0.336 -0.129
H -0.81047 0.06387 2.11529 -0.227 0.164 0.100
H -0.28331 1.12690 3.09151 -0.395 -0.439 0.029
```
Positions in Å, forces in eV/Å.

Computed properties:
Electronic energy   -8932.6045 eV
Spin multiplicity   1
E_HOMO   -9.66 eV
Orbital gap   10.6 eV
Strongest force on any atom   2.3 eV Å⁻¹

Atom charges from the Löwdin analysis, given in e for atoms 1 to 5: C -0.05; N -0.06; C -0.22; C -0.20; C -0.28

---

No. 6
Formula: C5H13NO
Source: OMol25
Level of theory: ωB97M-V/def2-TZVPD

Geometry as XYZ:
```
20
Properties=species:S:1:pos:R:3:forces:R:3
C 1.21480 0.03733 -1.00509 -2.593 0.125 -0.468
C 1.22896 -1.42361 -1.36925 -0.147 0.197 -0.108
C 1.89540 0.44920 0.23546 -0.966 1.326 1.617
O -0.44136 0.36530 -0.84694 2.147 -0.203 -1.112
H -0.48023 1.34314 -0.80669 0.073 -0.396 0.042
H 1.42791 0.67840 -1.86288 0.026 -0.114 0.137
H 0.57371 -1.62322 -2.21694 0.071 0.009 0.001
H 0.90542 -2.03291 -0.52774 0.027 -0.013 0.076
H 2.24767 -1.70913 -1.63317 0.048 -0.027 0.017
H 2.02159 -0.36833 0.94384 0.216 -0.208 -0.155
H 1.16388 1.16890 0.82425 1.483 -0.955 -0.932
H 2.84531 0.94229 0.04029 0.046 -0.041 -0.016
C -2.53540 -0.06679 0.74022 0.138 0.100 -0.421
C -1.05792 0.21779 0.86523 0.213 1.047 2.406
N -0.56373 1.34818 1.40548 -0.701 -1.082 0.366
H -1.23455 1.83267 1.99815 -0.348 0.208 -0.758
H -0.50936 -0.70443 1.11579 0.273 0.058 -0.900
H -2.87164 -0.64954 1.59678 0.010 0.020 0.098
H -3.11438 0.85326 0.66050 0.033 0.021 0.089
H -2.71608 -0.65850 -0.15728 -0.050 -0.072 0.020
```
Positions in Å, forces in eV/Å.

Computed properties:
Electronic energy   -8930.3441 eV
Spin multiplicity   1
E_HOMO   -7.74 eV
Orbital gap   8.7 eV
Strongest force on any atom   2.6 eV Å⁻¹

Atom charges from the Löwdin analysis, given in e for atoms 1 to 5: C -0.29; C -0.06; C -0.10; O -0.12; H 0.10

---

No. 7
Formula: C5H13NO
Source: OMol25
Level of theory: ωB97M-V/def2-TZVPD

Geometry as XYZ:
```
20
Properties=species:S:1:pos:R:3:forces:R:3
C -2.13143 1.34642 -0.43327 0.686 -0.157 -0.389
C -1.92202 -0.12636 -0.26700 -0.169 -0.163 -0.317
C -0.84704 -0.70481 0.24481 -0.101 0.291 1.682
C -0.76356 -2.14447 0.68640 -0.320 -0.319 -2.005
C 0.67687 -2.68545 0.72047 0.076 -0.684 1.084
N 1.65077 -2.05621 -0.12675 0.744 -0.104 0.382
H -2.34184 1.58245 -1.47937 -0.125 0.086 0.063
H -1.20688 1.86054 -0.16416 -0.115 0.161 0.070
H -2.94470 1.72613 0.17840 -0.132 -0.018 0.077
H -2.72131 -0.77166 -0.61861 -0.165 -0.051 0.053
H -0.05630 -0.07295 0.65171 -0.013 0.124 -0.267
H -1.40770 -2.36387 1.53555 0.510 0.234 0.597
H -1.27642 -2.72275 -0.08998 -0.055 -0.030 -0.199
H 0.68981 -3.74290 0.45562 -0.384 -0.121 -0.177
H 1.04218 -2.74557 1.75175 0.170 0.533 -0.086
H 1.34904 -1.92466 -1.06058 -0.340 0.114 -0.824
H 2.11402 -1.22508 0.19796 -0.267 0.104 0.256
O 3.35623 5.22896 -0.87740 -0.015 0.152 0.073
H 4.10073 5.84213 -0.87024 -0.124 -0.085 0.006
H 2.63956 5.70013 -0.43530 0.137 -0.069 -0.078
```
Positions in Å, forces in eV/Å.

Computed properties:
Electronic energy   -8932.3338 eV
Spin multiplicity   1
E_HOMO   -8.97 eV
Orbital gap   9.9 eV
Strongest force on any atom   2.1 eV Å⁻¹

Atom charges from the Löwdin analysis, given in e for atoms 1 to 5: C -0.11; C -0.18; C -0.15; C -0.20; C -0.30

---

No. 8
Formula: C5H13NO
Source: OMol25
Level of theory: ωB97M-V/def2-TZVPD

Geometry as XYZ:
```
20
Properties=species:S:1:pos:R:3:forces:R:3
C -1.94538 0.30504 -0.62549 -0.091 0.198 0.203
C -0.88572 1.20184 -0.01891 0.474 0.276 0.297
C -1.40677 1.91936 1.23841 0.117 -1.086 -0.129
C -1.15774 0.85913 2.30761 0.931 0.056 0.742
C 0.28616 0.50442 1.94330 -0.024 0.201 -0.107
N 0.34365 0.51876 0.46224 -0.384 -0.547 0.050
H -2.77743 0.96704 -0.87756 -0.071 -0.291 -0.410
H -1.59410 -0.26212 -1.48818 -0.040 0.201 -0.123
H -2.32105 -0.40953 0.10120 -0.010 -0.145 0.178
H -0.57801 1.94970 -0.74060 -0.044 0.140 -0.371
H -2.42149 2.28089 1.12018 -0.083 0.178 0.096
H -0.69033 2.70346 1.46513 -0.303 0.525 0.006
H -1.74708 -0.05143 2.33309 -0.514 0.063 -0.536
H -1.17392 1.23112 3.32850 -0.169 0.307 0.116
H 0.93845 1.30649 2.29605 0.096 -0.053 0.173
H 0.62483 -0.42122 2.40641 0.078 -0.135 -0.278
H 0.36542 -0.42724 0.09491 0.038 0.109 0.092
O 3.98109 -4.14951 -4.20180 -0.049 0.044 -0.007
H 3.42572 -3.54670 -4.70692 0.038 -0.036 0.023
H 3.86838 -3.87854 -3.28560 0.012 -0.006 -0.015
```
Positions in Å, forces in eV/Å.

Computed properties:
Electronic energy   -8933.0720 eV
Spin multiplicity   1
E_HOMO   -8.74 eV
Orbital gap   9.6 eV
Strongest force on any atom   1.2 eV Å⁻¹

Atom charges from the Löwdin analysis, given in e for atoms 1 to 5: C -0.06; C -0.41; C -0.15; C -0.19; C -0.23

---

No. 9
Formula: C5H13NO
Source: OMol25
Level of theory: ωB97M-V/def2-TZVPD

Geometry as XYZ:
```
20
Properties=species:S:1:pos:R:3:forces:R:3
C -2.20404 0.47142 1.09394 1.746 -3.669 -3.611
N -0.78944 0.76230 0.66273 -1.782 -1.949 0.223
C -0.15598 -0.46069 0.04546 0.842 -0.684 3.123
C -0.89144 -1.43519 -0.80541 -3.557 -1.530 -0.415
C 1.11888 -0.07014 -0.61824 0.956 -2.419 -1.378
C 1.87110 0.94236 0.13063 0.936 1.467 -1.218
O 3.11498 1.14461 -0.62727 1.165 -0.703 1.891
H -2.77924 1.18471 1.50966 -1.301 3.126 1.170
H -2.14358 -0.31674 1.81436 0.213 -0.560 0.674
H -2.82778 -0.03913 0.24229 0.863 1.290 1.359
H -0.73591 1.45991 -0.02428 -0.465 1.420 -1.035
H 0.12871 -1.01312 0.98409 -0.064 0.162 -0.678
H -1.99872 -1.40850 -0.55732 1.145 -0.087 -0.121
H -0.91686 -1.11045 -1.83746 0.357 -0.167 -0.491
H -0.73270 -2.57939 -0.74946 0.675 2.051 0.101
H 0.94001 0.23022 -1.69359 0.300 -0.188 1.065
H 1.80002 -1.03371 -0.62646 -1.307 1.694 -0.370
H 1.94851 0.60972 1.17407 0.466 0.510 -0.164
H 1.36008 1.92059 0.02408 0.368 -0.468 0.681
H 3.89342 0.74123 -0.14181 -1.555 0.705 -0.804
```
Positions in Å, forces in eV/Å.

Computed properties:
Electronic energy   -8931.5394 eV
Spin multiplicity   1
E_HOMO   -9.09 eV
Orbital gap   10.0 eV
Strongest force on any atom   5.4 eV Å⁻¹

Atom charges from the Löwdin analysis, given in e for atoms 1 to 5: C -0.10; N -0.05; C -0.46; C -0.09; C -0.22

---

No. 10
Formula: C5H13NO
Source: OMol25
Level of theory: ωB97M-V/def2-TZVPD

Geometry as XYZ:
```
20
Properties=species:S:1:pos:R:3:forces:R:3
C -2.60263 1.12944 1.14721 1.166 0.991 -0.653
C -1.99290 0.71563 -0.02304 -0.105 0.144 1.890
C -0.80220 1.49307 -0.67419 -3.291 -0.470 -2.109
C 0.07017 0.46000 -1.42694 -1.939 0.222 1.961
N 1.24928 1.17331 -1.77892 1.753 -2.517 -0.644
C 2.44910 0.16431 -1.95045 0.568 3.804 -1.459
H -2.65462 2.31168 1.38572 0.779 -3.036 -0.108
H -2.82745 0.37634 1.95789 -0.972 1.044 -1.300
H -2.30415 -0.28941 -0.51904 1.142 1.459 1.277
H -0.10706 2.13337 -0.11971 -0.875 -0.208 0.529
H -1.40411 2.10984 -1.46469 1.681 -0.430 0.979
H -0.52684 0.20984 -2.29543 -0.078 -0.902 -0.284
H 0.25023 -0.43531 -0.80623 -0.069 0.396 -0.173
H 0.85146 1.41794 -2.67678 1.719 0.856 -0.762
H 2.50187 -0.77170 -1.41707 -0.657 0.147 0.708
H 2.60796 -0.07075 -3.00983 -0.272 -0.123 0.063
H 3.30586 0.86658 -1.71726 -0.551 -1.377 0.086
O 0.60881 -4.72472 5.32133 1.629 0.517 -2.014
H 0.16561 -3.91144 5.50164 -1.017 0.769 0.837
H 1.16163 -4.35803 4.56582 -0.612 -1.285 1.176
```
Positions in Å, forces in eV/Å.

Computed properties:
Electronic energy   -8929.6425 eV
Spin multiplicity   1
E_HOMO   -8.69 eV
Orbital gap   9.5 eV
Strongest force on any atom   4.1 eV Å⁻¹

Atom charges from the Löwdin analysis, given in e for atoms 1 to 5: C -0.06; C -0.21; C -0.21; C -0.35; N -0.11